Record 1
{"formula": "C20H33INO3P2", "method": "ωB97M-V/def2-TZVPD", "symbols": ["C", "C", "P", "C", "C", "C", "I", "C", "O", "C", "C", "P", "C", "C", "C", "O", "H", "H", "H", "H", "H", "H", "H", "H", "H", "H", "H", "H", "H", "H", "H", "C", "C", "C", "C", "C", "C", "N", "O", "C", "C", "C", "H", "H", "H", "H", "H", "H", "H", "H", "H", "H", "H", "H", "H", "H", "H", "H", "H", "H"], "coordinates": [[-6.8284, -0.2977, 0.3592], [-5.5290, -1.1242, 0.7953], [-3.9345, -0.6029, -0.0763], [-2.5517, -1.4190, 0.9783], [-3.5932, 1.2448, 0.1150], [-2.7092, 1.9019, -0.7918], [-1.7678, 0.7585, -2.4107], [-2.4097, 3.4681, -0.5678], [-2.3167, 4.2766, -1.5004], [-2.2766, 3.8900, 0.9752], [-3.1510, 3.2503, 1.8689], [-3.2174, 3.4762, 3.7377], [-3.1881, 1.6755, 4.3989], [-1.4795, 4.1280, 4.1938], [-4.1895, 2.1817, 1.2592], [-5.3619, 2.1653, 1.6633], [-6.6419, 0.4647, -0.4709], [-7.1489, 0.3099, 1.2804], [-7.7145, -0.9858, 0.1347], [-5.3539, -1.1378, 1.9248], [-5.7203, -2.2198, 0.4996], [-2.5242, -2.5443, 0.8627], [-1.5924, -0.8963, 0.6662], [-2.7623, -1.0900, 2.0618], [-1.5065, 4.6248, 1.3505], [-2.4240, 1.0913, 3.7623], [-4.1862, 1.1436, 4.2164], [-2.8273, 1.6112, 5.4708], [-1.4771, 4.2924, 5.3154], [-0.7502, 3.2990, 3.9037], [-1.3352, 5.0846, 3.5901], [2.3327, -0.0657, -2.5245], [2.5052, -1.1221, -1.4032], [3.2985, -0.5101, -0.2303], [4.7867, -0.3506, -0.5274], [5.3915, -1.6639, -1.0122], [4.6247, -2.2855, -2.1968], [3.1516, -2.3492, -1.9586], [2.9209, -3.3622, -1.0918], [4.9162, -1.4844, -3.4861], [5.2324, -3.6789, -2.4962], [1.0555, -1.3882, -0.9249], [3.1953, 0.5924, -2.6308], [2.1335, -0.5391, -3.4903], [1.4877, 0.5988, -2.3237], [3.1897, -1.1394, 0.6613], [2.8798, 0.4655, 0.0367], [4.9500, 0.4403, -1.2656], [5.3053, -0.0264, 0.3808], [6.4373, -1.4952, -1.2905], [5.4129, -2.3669, -0.1709], [4.3083, -1.8471, -4.3194], [5.9643, -1.5915, -3.7807], [4.7554, -0.4136, -3.3859], [5.2067, -4.3447, -1.6308], [6.2843, -3.5883, -2.7815], [4.7079, -4.1689, -3.3219], [0.4501, -1.8219, -1.7269], [0.5730, -0.4580, -0.6133], [1.0113, -2.0560, -0.0610]], "lowdin_charge": [-0.18, -0.44, 0.87, -0.28, -0.36, -0.54, 0.86, -0.34, 0.05, 0.00, -0.31, 0.88, -0.31, -0.32, -0.33, 0.04, 0.07, 0.07, 0.07, 0.07, 0.08, 0.05, 0.02, 0.04, 0.11, 0.04, 0.04, 0.04, 0.04, 0.05, 0.04, -0.04, -0.48, -0.13, -0.18, -0.14, -0.49, -0.05, -0.02, -0.04, -0.05, -0.08, 0.06, 0.09, 0.04, 0.12, 0.13, 0.10, 0.11, 0.12, 0.12, 0.09, 0.09, 0.06, 0.08, 0.08, 0.09, 0.08, 0.04, 0.08], "orbital_gap_ev": 7.0, "spin_multiplicity": 2, "relative_energy_kcal_mol": 76.7}

Record 2
{"formula": "C20H33N6O6", "method": "ωB97M-V/def2-TZVPD", "symbols": ["N", "C", "N", "C", "C", "C", "N", "C", "C", "C", "C", "C", "C", "C", "O", "O", "N", "C", "C", "C", "O", "O", "H", "H", "H", "H", "H", "H", "H", "H", "H", "H", "H", "H", "H", "H", "H", "H", "H", "H", "H", "C", "C", "O", "N", "C", "H", "H", "H", "H", "H", "H", "H", "C", "C", "O", "N", "C", "H", "H", "H", "H", "H", "H", "H"], "coordinates": [[-1.4593, 1.1203, 1.4885], [-0.4494, 0.2216, 1.6066], [-0.6317, -1.0936, 1.2890], [-1.2407, -1.4315, -0.0060], [-1.7630, -0.5412, -0.9163], [-2.3054, -1.0466, -2.0618], [-2.3488, -2.3178, -2.3923], [-1.8319, -3.1380, -1.4929], [-1.2897, -2.7747, -0.2918], [0.7648, -1.6760, 1.2297], [1.4484, -0.8210, 2.2787], [2.9898, -0.9382, 2.2086], [3.5194, -2.0243, 1.2516], [5.0527, -2.0464, 1.3572], [5.6865, -1.3532, 2.1126], [5.6538, -2.9110, 0.5038], [0.7626, 0.4761, 2.1101], [1.5026, 1.6638, 1.6073], [0.7700, 3.0116, 1.8763], [0.4072, 3.7668, 0.6204], [-0.2444, 4.7884, 0.7123], [0.8390, 3.3026, -0.5605], [-1.3769, 1.8227, 0.7742], [-2.2653, 1.0612, 2.0835], [-1.7427, 0.5162, -0.7410], [-2.7378, -0.3372, -2.7592], [-1.8382, -4.1922, -1.7238], [-0.9164, -3.5012, 0.4034], [0.8233, -2.7057, 1.5527], [1.0737, -1.4330, 0.2167], [1.1079, -1.1398, 3.2660], [3.3327, -1.2559, 3.1899], [3.5166, -0.0261, 1.9422], [3.1658, -3.0175, 1.5260], [3.3011, -1.7805, 0.2099], [5.0215, -3.1355, -0.1887], [2.4462, 1.7401, 2.1326], [1.6793, 1.5133, 0.5442], [-0.0971, 2.8203, 2.4951], [1.4351, 3.6580, 2.4434], [0.9767, 4.0639, -1.1666], [-3.0922, -6.4091, 2.1965], [-3.0461, -5.9604, 0.7577], [-2.0709, -5.3786, 0.2882], [-4.1234, -6.2190, -0.0158], [-5.3580, -6.8900, 0.3571], [-2.1614, -6.1322, 2.6820], [-3.9165, -5.9247, 2.7209], [-3.2050, -7.4918, 2.2542], [-4.0273, -5.8938, -0.9651], [-5.4906, -7.7716, -0.2705], [-6.1976, -6.2142, 0.1919], [-5.3463, -7.1940, 1.3975], [2.2584, 7.4634, -2.3563], [1.2412, 6.4906, -2.8933], [1.0216, 5.4111, -2.3483], [0.5636, 6.8351, -4.0048], [0.6798, 8.0554, -4.7860], [2.7133, 7.0423, -1.4650], [3.0401, 7.6426, -3.0946], [1.7794, 8.4056, -2.0899], [-0.0993, 6.1375, -4.3059], [-0.2866, 8.5596, -4.8082], [0.9653, 7.8011, -5.8070], [1.4206, 8.7265, -4.3669]], "lowdin_charge": [0.19, -0.29, 0.09, -0.19, -0.01, -0.14, 0.10, -0.12, -0.01, -0.06, -0.21, -0.10, -0.10, -0.50, 0.13, 0.12, 0.05, -0.07, -0.06, -0.53, 0.11, 0.09, 0.11, 0.14, 0.09, 0.12, 0.10, 0.10, 0.14, 0.15, 0.16, 0.13, 0.11, 0.13, 0.13, 0.11, 0.12, 0.13, 0.11, 0.14, 0.08, 0.00, -0.52, 0.00, 0.02, -0.06, 0.08, 0.09, 0.09, 0.14, 0.09, 0.09, 0.07, 0.00, -0.51, 0.01, 0.02, -0.06, 0.08, 0.09, 0.09, 0.15, 0.09, 0.09, 0.08], "total_charge": 1, "orbital_gap_ev": 8.2}

Record 3
{"formula": "C20H34AsCsF6N2O6S3", "method": "ωB97M-V/def2-TZVPD", "symbols": ["Cs", "As", "F", "F", "F", "F", "F", "F", "C", "C", "C", "S", "O", "O", "C", "H", "H", "H", "H", "H", "H", "H", "H", "C", "C", "C", "S", "O", "O", "C", "H", "H", "H", "H", "H", "H", "H", "H", "C", "C", "C", "S", "O", "O", "C", "H", "H", "H", "H", "H", "H", "H", "H", "N", "C", "C", "C", "C", "H", "H", "H", "H", "H", "N", "C", "C", "C", "C", "H", "H", "H", "H", "H"], "coordinates": [[8.7329, -12.6077, 1.0666], [10.9560, -13.3944, 4.2244], [11.7929, -14.7545, 4.9497], [11.5024, -12.4036, 5.5686], [9.9071, -12.0189, 3.8189], [10.4957, -14.2545, 2.7542], [9.5640, -13.9233, 5.1549], [12.3285, -12.8651, 3.3047], [11.9722, -18.8917, 4.8737], [12.3483, -19.5638, 6.1881], [11.2963, -19.2818, 7.2759], [9.7856, -18.8247, 6.3780], [8.9967, -17.8661, 7.0960], [9.0855, -20.0396, 5.9530], [10.7417, -17.9894, 5.0657], [11.7885, -19.5828, 4.0537], [12.7151, -18.1705, 4.5241], [13.3847, -19.4686, 6.4994], [12.2103, -20.6394, 6.0292], [11.5088, -18.3262, 7.7657], [11.0719, -20.0777, 7.9762], [11.0443, -17.0684, 5.5687], [10.1958, -17.7295, 4.1645], [11.2684, -6.2831, 2.9839], [11.0873, -7.4018, 4.0377], [11.4803, -8.7190, 3.3886], [10.6993, -8.5917, 1.7588], [9.4879, -9.3986, 1.7818], [11.6983, -8.9051, 0.7484], [10.4492, -6.7858, 1.7654], [12.2852, -6.2151, 2.5935], [10.9304, -5.2707, 3.1908], [10.0320, -7.5067, 4.3006], [11.6288, -7.2186, 4.9641], [11.1128, -9.5792, 3.9433], [12.5619, -8.7785, 3.2751], [9.3796, -6.5905, 1.8461], [10.7935, -6.4327, 0.7965], [8.7664, -13.9187, 10.5208], [8.1511, -14.7778, 9.4245], [9.0684, -14.7339, 8.2142], [10.7695, -14.6612, 8.9241], [11.4276, -13.5235, 8.3205], [11.3242, -15.9931, 8.8451], [10.2418, -14.3266, 10.6829], [8.1489, -14.0370, 11.4083], [8.7915, -12.9041, 10.1152], [7.1252, -14.4825, 9.1954], [8.0320, -15.8031, 9.7909], [9.0190, -13.7831, 7.6796], [8.9072, -15.5006, 7.4614], [10.7967, -13.5047, 11.1258], [10.3976, -15.2581, 11.2217], [13.4498, -12.8659, 0.7294], [13.1297, -12.2672, -0.4814], [13.8233, -12.9692, -1.4489], [14.5670, -13.9967, -0.8350], [14.3184, -13.8925, 0.4990], [13.0056, -12.6176, 1.5888], [12.5795, -11.3397, -0.4709], [13.8207, -12.7600, -2.5076], [15.2213, -14.7080, -1.3085], [14.5276, -14.4634, 1.3930], [5.6685, -9.8983, 4.3156], [4.9645, -8.9501, 3.6480], [5.8440, -8.0250, 3.1564], [7.1272, -8.4267, 3.6230], [7.0186, -9.6654, 4.2302], [5.3101, -10.7784, 4.6432], [3.8903, -9.0079, 3.7432], [5.5046, -7.1599, 2.6124], [7.9138, -7.6885, 3.6094], [7.7654, -10.2740, 4.7109]], "lowdin_charge": [1.00, 0.78, -0.24, -0.25, -0.37, -0.38, -0.26, -0.24, -0.21, -0.21, -0.21, 0.68, -0.33, -0.34, -0.21, 0.11, 0.11, 0.11, 0.11, 0.08, 0.11, 0.09, 0.11, -0.18, -0.21, -0.20, 0.68, -0.40, -0.34, -0.21, 0.12, 0.11, 0.10, 0.12, 0.10, 0.11, 0.10, 0.10, -0.23, -0.24, -0.22, 0.70, -0.33, -0.34, -0.19, 0.11, 0.12, 0.11, 0.12, 0.09, 0.08, 0.09, 0.09, 0.01, -0.12, -0.13, -0.12, -0.14, 0.09, 0.09, 0.09, 0.09, 0.11, -0.01, -0.15, -0.10, -0.12, -0.11, 0.15, 0.11, 0.09, 0.07, 0.11], "orbital_gap_ev": 7.3}